1:
{"formula": "C3H4N6", "method": "wB97M-V/def2-TZVPD", "elements": ["N", "N", "C", "N", "C", "N", "N", "C", "N", "H", "H", "H", "H"], "xyz": [[-0.19844, 2.59534, -0.43007], [-0.47674, 1.30145, -0.97915], [0.05439, 0.17210, -0.74626], [-0.37152, -0.88294, -1.49012], [-0.59247, -1.83030, -0.63318], [-1.18609, -1.70411, 0.66959], [-0.46390, -1.05070, 1.51325], [0.95066, -0.61463, 1.19420], [1.17002, -0.01540, 0.18206], [-0.71314, 3.43383, -0.80507], [0.53946, 2.36025, 0.28397], [-0.43116, -3.07907, -0.86141], [1.71893, -0.68583, 2.10218]], "homo_energy_ev": -8.55, "smiles": "NN=c1ncnncn1", "lumo_ev": -0.9}

=====

2:
{"formula": "C3H4N6", "method": "wB97M-V/def2-TZVPD", "elements": ["H", "N", "C", "C", "N", "N", "C", "N", "N", "N", "H", "H", "H"], "xyz": [[2.06929, -0.77100, -1.61615], [1.44110, -1.33904, -1.08264], [1.14927, -0.56866, -0.15839], [1.55741, 0.84782, 0.20676], [0.58322, 1.68947, 0.11331], [-0.51691, 1.15384, -0.48312], [-1.13912, 0.13384, -0.02688], [-2.41363, -0.30323, -0.49259], [-0.70710, -0.56189, 1.16541], [0.45243, -0.98961, 1.06503], [2.51708, 1.20369, 0.73228], [-2.72050, 0.13172, -1.52616], [-3.14507, -0.58913, 0.28328]], "homo_energy_ev": -9.47, "smiles": "[H]/N=c1\\cnnc(N)nn1", "lumo_ev": -0.3}

=====

Energies, relative to the best one, in hartree: 1 0.0687; 2 0.0000.

=====

1:
{"formula": "C4H5FI2", "method": "wB97M-V/def2-TZVPD", "elements": ["C", "C", "C", "I", "C", "F", "I", "H", "H", "H", "H", "H"], "xyz": [[-1.51946, 0.14640, -0.49987], [-0.42894, 0.14285, 0.57455], [0.80373, -0.51050, 0.24445], [0.68743, -2.58768, -0.11009], [1.96876, 0.10807, 0.00422], [3.01785, -0.57709, -0.42745], [2.37594, 2.20434, -0.10094], [-2.08139, -0.82106, -0.53549], [-1.24924, 0.44241, -1.54815], [-2.38861, 0.80809, -0.16547], [-0.08746, 1.02609, 1.19755], [-1.09862, -0.38192, 1.36669]], "homo_energy_ev": -8.94, "smiles": "CC/C(I)=C(/F)I", "lumo_ev": -0.3}

=====

2:
{"formula": "C4H5FI2", "method": "wB97M-V/def2-TZVPD", "elements": ["C", "C", "C", "C", "F", "I", "I", "H", "H", "H", "H", "H"], "xyz": [[-1.65072, 0.40414, -0.35515], [-2.88109, -2.27023, 1.42097], [0.87160, 0.61090, -0.31872], [-0.42633, -0.08739, -0.49796], [-1.64162, -2.82961, 1.20094], [-2.08422, 2.38820, 0.22994], [-3.28601, -0.98241, -0.25804], [0.74944, 1.66059, -0.06349], [1.47626, 0.53012, -1.22005], [1.41633, 0.11351, 0.48534], [-0.34294, -1.13951, -0.74598], [-2.75254, -1.57367, 2.26432]], "homo_energy_ev": [-7.91, -7.91], "lumo_ev": [-0.2, -0.2]}

=====

Energies, relative to the best one, in hartree: 1 0.0000; 2 0.1121.

=====

1:
{"formula": "C6H7N3O4S", "method": "wB97M-V/def2-TZVPD", "elements": ["C", "C", "C", "N", "O", "O", "S", "O", "O", "N", "C", "C", "N", "C", "H", "H", "H", "H", "H", "H", "H"], "xyz": [[-3.38439, 1.44512, -0.62560], [-2.14129, 0.99987, -0.76762], [-1.68478, -0.34984, -0.53900], [-0.43864, -0.65957, -0.65863], [0.18582, -1.63756, -0.57239], [0.40982, 0.50267, -0.96924], [1.28356, 1.04527, 0.32203], [1.29637, 2.49403, 0.13983], [0.67081, 0.59194, 1.50444], [2.76890, 0.28177, -0.01930], [3.63005, -0.02395, 1.00160], [4.76413, -0.50299, 0.39197], [4.58625, -0.49099, -0.94654], [3.40796, -0.03978, -1.23482], [-3.89077, 2.43460, -0.91988], [-4.11436, 0.69391, -0.29100], [-1.42568, 1.70883, -0.93412], [-2.24399, -1.28056, -0.53902], [3.29669, 0.17470, 2.02310], [5.71305, -0.94214, 0.83775], [3.07770, 0.05886, -2.24899]], "homo_energy_ev": -9.21, "smiles": "C=C/C=[N+](/[O-])OS(=O)(=O)n1ccnc1", "lumo_ev": -0.1}

=====

2:
{"formula": "C6H7N3O4S", "method": "wB97M-V/def2-TZVPD", "elements": ["O", "N", "O", "N", "N", "S", "O", "O", "C", "C", "C", "C", "C", "C", "H", "H", "H", "H", "H", "H", "H"], "xyz": [[-1.53483, 1.03047, 1.33157], [-2.21080, 1.89529, 0.80437], [-2.70328, 2.83471, 1.37633], [-2.55594, 1.75010, -0.46892], [-2.04779, 0.41883, -1.17182], [-0.46166, 0.62694, -1.66581], [-0.27975, 2.09401, -1.55523], [-0.26083, 0.05415, -2.93072], [0.60945, -0.28132, -0.50395], [0.77616, -1.68695, -0.64662], [1.50835, -2.37284, 0.27499], [2.24729, -1.73119, 1.31581], [2.13963, -0.36518, 1.38683], [1.17597, 0.37204, 0.57598], [-2.21469, 2.34808, -1.14244], [-2.26569, -0.39808, -0.64130], [0.31504, -2.23156, -1.46303], [1.61751, -3.44992, 0.15507], [2.90323, -2.48567, 1.83298], [2.43678, 0.21515, 2.26044], [0.80587, 1.36292, 0.87548]], "homo_energy_ev": -10.08, "smiles": "O=[N+]([O-])NNS(=O)(=O)c1ccccc1", "lumo_ev": 0.0}

=====

Energies, relative to the best one, in hartree: 1 0.0000; 2 0.0051.

=====

1:
{"formula": "C4H11NO", "method": "wB97M-V/def2-TZVPD", "elements": ["C", "C", "C", "C", "N", "H", "H", "H", "H", "H", "H", "H", "H", "H", "H", "H", "O"], "xyz": [[1.96936, -0.33138, 0.69649], [0.88763, -0.90994, -0.16682], [0.42594, -2.15905, 0.00823], [-0.70732, -0.30849, -1.94408], [0.41116, -0.03170, -1.09236], [2.69637, 0.21868, 0.10046], [2.55510, -1.12177, 1.16491], [1.50746, 0.23109, 1.50376], [0.93210, -2.90594, 0.59649], [-0.36048, -2.53501, -0.63201], [-1.09530, 0.62309, -2.35508], [-1.55722, -0.71709, -1.38602], [-0.44786, -0.99673, -2.75944], [0.88596, 0.85123, -1.13725], [-2.19620, 3.20026, 1.89412], [-3.39838, 3.62555, 2.68965], [-2.50832, 3.26720, 2.81894]], "s_squared": 0.75, "homo_energy_ev": [1.14, -4.64], "spin_multiplicity": 2, "charge": -1, "lumo_ev": [3.9, 3.8]}

=====

2:
{"formula": "C4H11NO", "method": "wB97M-V/def2-TZVPD", "elements": ["C", "O", "C", "C", "C", "N", "H", "H", "H", "H", "H", "H", "H", "H", "H", "H", "H"], "xyz": [[0.25705, 1.68701, 0.38132], [-0.63507, 1.63373, 1.40084], [-0.14843, 0.83941, -0.85782], [-0.71264, -0.54860, -0.63564], [0.15458, -1.58475, 0.19839], [0.08950, -1.25591, 1.63073], [0.38626, 2.72449, 0.00254], [1.26758, 1.34422, 0.71264], [-0.10892, -0.24232, 1.79770], [-0.77756, 1.36382, -1.58745], [1.60768, 0.73753, -2.21933], [-1.55427, -0.48397, 0.05795], [-1.09513, -0.89774, -1.60348], [1.21566, -1.69587, -0.04482], [-0.32059, -2.55983, 0.04260], [0.93632, 0.72805, -1.46353], [-0.56204, -1.78928, 2.18737]], "s_squared": 0.76, "homo_energy_ev": [-2.84, -2.80], "spin_multiplicity": 2, "charge": -1, "lumo_ev": [4.3, 3.7]}

=====

3:
{"formula": "C4H11NO", "method": "wB97M-V/def2-TZVPD", "elements": ["C", "C", "C", "C", "N", "H", "H", "H", "H", "H", "H", "H", "H", "H", "H", "H", "O"], "xyz": [[0.86397, 2.19421, 0.49283], [1.04438, 0.96478, -0.42532], [-0.14432, 0.06996, -0.52538], [-1.04865, -0.08223, 0.44688], [-0.12139, -0.84215, -1.61115], [0.03040, 2.77544, 0.09107], [0.69357, 2.04599, 1.55975], [1.83022, 2.71643, 0.49246], [1.27849, 1.38653, -1.39958], [1.86932, 0.38266, 0.01241], [-1.02764, 0.47164, 1.38327], [-1.99829, -0.60950, 0.42692], [0.33784, -0.45391, -2.42795], [-1.05036, -1.10837, -1.90334], [-1.11226, -2.73571, 0.63179], [-0.50896, -3.53946, 1.80657], [-0.93631, -3.63633, 0.94876]], "s_squared": 0.75, "homo_energy_ev": [1.30, -4.67], "spin_multiplicity": 2, "charge": -1, "lumo_ev": [4.2, 4.2]}

=====

Energies, relative to the best one, in hartree: 1 0.0000; 2 0.0640; 3 0.0047.

=====

1:
{"formula": "C3H9N2O2", "method": "wB97M-V/def2-TZVPD", "elements": ["C", "N", "O", "H", "H", "H", "C", "O", "C", "N", "H", "H", "H", "H", "H", "H"], "xyz": [[-0.37057, -2.25437, 0.48690], [-0.73934, -3.54386, 0.21701], [-0.11001, -1.84579, 1.58580], [-0.40657, -1.63102, -0.41715], [-0.84058, -4.21221, 0.95604], [-0.83863, -3.82237, -0.73933], [0.60117, 2.22756, -1.23020], [1.67000, 2.85904, -1.69658], [0.75040, 1.67378, 0.20976], [-0.41142, 0.84145, 0.56923], [-0.38368, 2.82569, -1.16843], [0.22482, 1.35276, -1.83715], [1.68012, 1.10113, 0.25926], [0.84141, 2.52947, 0.89750], [-0.39201, 0.57657, 1.54131], [-1.27511, 1.32218, 0.36602]], "homo_energy_ev": -2.01, "charge": -1, "lumo_ev": 3.2}

=====

2:
{"formula": "C3H9N2O2", "method": "wB97M-V/def2-TZVPD", "elements": ["N", "C", "O", "O", "H", "H", "C", "N", "C", "H", "H", "H", "H", "H", "H", "H"], "xyz": [[1.24038, -0.09419, 3.11833], [0.90600, 0.05296, 1.75127], [-0.30579, 0.23212, 1.50225], [1.86230, -0.00238, 0.93335], [0.44956, -0.22328, 3.72079], [2.13768, -0.47444, 3.35429], [-0.33786, 1.13589, -1.84159], [0.05065, -0.21987, -1.51912], [-1.11465, -1.02289, -1.18619], [-1.03361, 1.16611, -2.69113], [-0.83392, 1.64048, -0.99562], [0.54401, 1.71595, -2.10686], [0.66154, -0.14286, -0.70055], [-1.83734, -0.47648, -0.57625], [-0.80782, -1.91691, -0.64404], [-1.58113, -1.37020, -2.11892]], "homo_energy_ev": -4.27, "charge": -1, "lumo_ev": 4.3}

=====

Energies, relative to the best one, in hartree: 1 0.0928; 2 0.0000.